Entry 1:
An isolated ion of composition C6H11N2O5P and charge -2 at a distorted geometry, computed with ωB97M-V with the def2-TZVPD basis set.

Cartesian coordinates (Å):
O -1.564914 2.856659 0.637498
N -1.598908 1.786503 -0.075021
N -0.626276 1.154101 -0.541245
C 0.715981 1.481044 -0.003099
C 1.623809 0.291344 -0.339756
C 1.212083 -1.047563 0.307103
C -0.139048 -1.623292 -0.268215
C -1.259458 -1.691695 0.708493
P -2.926164 -1.397449 0.009011
O -2.947361 -1.277142 -1.463750
O -4.105402 -2.039227 0.755929
O -3.170970 0.343710 0.567442
C -2.997716 1.352103 -0.320446
O -3.801607 2.478586 -0.197137
H 0.488786 1.502334 1.143912
H 1.276335 2.369180 -0.352341
H 2.571815 0.707491 -0.095467
H 1.739194 0.093354 -1.354833
H 2.100272 -1.821845 0.399807
H 1.098145 -0.861113 1.309177
H -0.630885 -1.143458 -1.131477
H 0.282347 -2.703537 -0.586053
H -1.392481 -2.368324 1.450962
H -2.933765 0.823167 -1.408097
H -2.953570 2.915463 0.353992

Atoms 1-2, force components in eV/Å:
O 0.9 -0.2 0.4
N 2.5 1.2 -0.7

ΔE to the lowest compared entry with this formula, charge and spin: 255.0 kJ/mol
Total energy: -1062.15493 a.u.
Multiplicity: 1
Structure (SMILES): [O-]/[N+]1=N\CCCCC=P([O-])([O-])O[C@H]1O
Highest occupied orbital energy (spin up / spin down): 1.65 / 1.65 eV
LUMO (spin up / spin down): 0.212 / 0.212 Eh
Charge: -2

Atomic partial charges in e from the natural (NBO) method, atoms 1 to 2: -0.57 0.29


Entry 2:
One molecule with the formula C4H12N2O at a distorted geometry, computed with ωB97M-V with the def2-TZVPD basis set.

Cartesian coordinates (Å):
C 1.053259 -1.782979 0.255147
C 1.007768 -0.323199 -0.160509
N 1.783401 0.537318 0.651309
N -0.721278 0.036963 -0.483705
C -0.858796 1.093921 -1.467609
C -1.028949 0.413619 0.802212
O -2.686231 0.547510 0.658840
H 0.355659 -2.360856 -0.344779
H 0.792390 -1.905426 1.306666
H 2.056594 -2.183555 0.096730
H 1.337592 -0.203570 -1.193980
H 2.609106 0.972830 0.267633
H 1.692064 0.386615 1.647555
H -0.378286 0.765871 -2.393276
H -1.916810 1.222809 -1.685188
H -0.421958 2.046782 -1.148912
H -0.858743 -0.357884 1.556155
H -0.792893 1.441149 1.104710
H -3.023891 -0.347920 0.531000

Atoms 1-2, force components in eV/Å:
C -0.3 0.2 -0.2
C -1.2 -0.1 -1.9

ΔE to the lowest compared entry with this formula, charge and spin: 301.4 kJ/mol
Total energy: -344.27021 a.u.
Multiplicity: 1
Structure (SMILES): C[C@H](N)N(C)CO
Highest occupied orbital energy: -8.66 eV
LUMO: 0.033 Eh

Atomic partial charges in e from the natural (NBO) method, atoms 1 to 2: -0.65 0.13


Entry 3:
C2H5CdO3 as an isolated structure at a distorted geometry, computed with ωB97M-V with the def2-TZVPD basis set.

Cartesian coordinates (Å):
H -0.884761 0.706805 2.897119
O 0.548725 1.045111 1.519039
O 1.143179 -0.173355 1.799640
C -0.597297 1.243016 1.986133
H -0.980446 2.251691 1.808377
Cd 1.862918 -0.823816 0.115284
O 1.016993 -0.928126 -1.488198
C -0.227594 -0.844948 -2.060232
H -0.179268 -0.555745 -3.127057
H -0.766061 -1.808782 -1.980842
H -0.936387 -0.111854 -1.469265

Atoms 1-2, force components in eV/Å:
H -0.5 -0.8 -0.8
O -1.4 0.3 -1.1

ΔE to the lowest compared entry with this formula, charge and spin: 0.0 kJ/mol
Total energy: -472.13633 a.u.
Multiplicity: 1
Highest occupied orbital energy: -13.21 eV
LUMO: -0.241 Eh
Charge: +1

Atomic partial charges in e from the natural (NBO) method, atoms 1 to 2: 0.23 -0.09


Entry 4:
An isolated ion of composition C5H15N2 and charge +1 at a distorted geometry, computed with ωB97M-V with the def2-TZVPD basis set.

Cartesian coordinates (Å):
C -0.077712 2.560536 -0.946560
N -0.151619 1.666258 0.197926
C 1.000785 0.748649 0.237948
C 0.800586 -0.360418 -0.766645
C -0.625616 -0.959003 -0.745341
C -1.165125 -1.266285 0.626875
N -0.122295 -2.151150 1.392347
H -0.691528 3.438150 -0.774416
H 0.928968 2.911241 -1.196141
H -0.500162 2.064431 -1.818785
H -0.046483 2.272026 1.005235
H 1.072331 0.364877 1.246283
H 1.925239 1.313903 0.104857
H 1.550706 -1.163889 -0.791123
H 0.915131 0.086331 -1.762546
H -1.294336 -0.233247 -1.218308
H -0.665384 -1.853981 -1.369073
H -1.272721 -0.421257 1.283963
H -2.037759 -1.903873 0.581215
H 0.617734 -2.502259 0.776931
H 0.345832 -1.620354 2.119976
H -0.506562 -2.990691 1.815378

Atoms 1-2, force components in eV/Å:
C -0.4 0.0 -0.7
N 0.7 0.2 0.6

ΔE to the lowest compared entry with this formula, charge and spin: 97.7 kJ/mol
Total energy: -308.75547 a.u.
Multiplicity: 1
Structure (SMILES): CNCCCC[NH3+]
Highest occupied orbital energy: -12.76 eV
LUMO: -0.132 Eh
Charge: +1

Atomic partial charges in e from the natural (NBO) method, atoms 1 to 2: -0.43 -0.64


Entry 5:
C17H18CuO2S5 as an isolated structure, computed with ωB97M-V with the def2-TZVPD basis set.

Cartesian coordinates (Å):
Cu -2.430283 -1.286436 -0.632459
S -1.651430 -0.540382 3.973526
C -1.892650 -0.498447 2.150131
S -0.314458 -0.240155 1.189014
S -3.017054 -1.689323 1.472383
O -2.372610 0.924358 -0.861939
S -1.637248 2.090803 -0.270043
C -0.156732 2.432923 -1.266031
C 0.994366 1.422862 -1.422441
C 0.978975 0.635948 -2.740018
C -0.333006 -0.127228 -2.939401
S -0.404461 -1.937547 -2.965236
O -1.748658 -2.219341 -2.314199
C 0.834081 -2.405609 -1.782257
C 0.447542 -2.955800 -0.569600
C 1.432063 -3.374198 0.316702
C 2.774553 -3.248294 -0.013837
C 3.145759 -2.720047 -1.245035
C 2.172774 -2.309457 -2.142971
C -0.927327 1.481286 1.303961
C 0.007432 2.475744 1.885746
C 0.013017 2.741921 3.243677
C -0.885503 2.177955 4.122038
C -1.970744 1.271393 3.684445
C -2.134414 1.039630 2.171094
H 0.200598 3.376463 -0.847863
H -0.610174 2.677990 -2.231030
H 1.014315 0.714813 -0.594004
H 1.932049 1.979009 -1.363217
H 1.839227 -0.034370 -2.731372
H 1.130708 1.317531 -3.578768
H -0.833328 0.129418 -3.873837
H -1.033420 0.088078 -2.131053
H -0.602085 -3.057476 -0.320091
H 1.140372 -3.797756 1.268853
H 3.536230 -3.574516 0.683133
H 4.191249 -2.643411 -1.513240
H 2.457561 -1.935565 -3.120330
H 0.759992 2.926563 1.251230
H 0.773138 3.409503 3.631349
H -0.806347 2.389622 5.181082
H -2.914313 1.529679 4.159958
H -3.099755 1.361866 1.781950

Atoms 1-2, force components in eV/Å:
Cu 0.0 -0.2 0.1
S 0.0 0.0 -0.1

Total energy: -4440.38514 a.u.
Multiplicity: 2
Highest occupied orbital energy (spin up / spin down): -7.15 / -7.22 eV
⟨S²⟩: 0.780
LUMO (spin up / spin down): 0.009 / -0.031 Eh

Atomic partial charges in e from the natural (NBO) method, atoms 1 to 2: 0.76 0.21


Entry 6:
One molecule with the formula C4H10N2O at a distorted geometry, computed with ωB97M-V with the def2-TZVPD basis set.

Cartesian coordinates (Å):
C 2.075957 -0.307267 -0.090421
C 0.867838 -1.228343 -0.133984
N -0.240693 -0.496007 0.571817
N -1.476919 -1.173411 0.569720
O -2.014824 -0.594490 -0.653812
C -0.750743 0.580337 -0.329647
C -1.219321 1.826973 0.283741
H 1.782783 0.535512 -0.840331
H 2.101861 0.347316 0.837959
H 3.007233 -0.844098 -0.305716
H 0.480447 -1.378242 -1.112390
H 1.092206 -2.152936 0.402769
H -1.443816 -2.178877 0.464843
H -0.076909 0.606172 -1.169688
H -0.649592 2.332460 1.140199
H -2.116141 1.604724 0.958390
H -1.419372 2.520172 -0.593453

Atoms 1-2, force components in eV/Å:
C -1.1 2.5 -0.8
C -0.4 1.0 1.9

ΔE to the lowest compared entry with this formula, charge and spin: 625.5 kJ/mol
Total energy: -342.96321 a.u.
Multiplicity: 1
Structure (SMILES): CCN1NO[C@H]1C
Highest occupied orbital energy: -7.96 eV
LUMO: 0.038 Eh

Atomic partial charges in e from the natural (NBO) method, atoms 1 to 2: -0.63 -0.25


Entry 7:
A 8-piece molecular cluster, C28H62N6O8 overall at a distorted geometry, computed with ωB97M-V with the def2-TZVPD basis set.

Cartesian coordinates (Å):
C -0.161511 5.926547 3.302484
C 1.116084 6.030308 2.471591
N 1.067718 5.240154 1.239609
C 1.651004 5.969983 0.105185
C 3.134940 6.282082 0.245646
C 1.602527 3.878940 1.397575
C 0.942332 3.038484 2.469160
H 0.072219 6.047184 4.366896
H -0.739204 5.036639 3.100509
H -0.713438 6.863816 3.175494
H 1.309358 7.097013 2.344009
H 1.964570 5.709798 3.101670
H 1.591568 5.201312 -0.676470
H 1.089612 6.833404 -0.243211
H 3.786539 5.400299 0.232740
H 3.522763 6.791778 -0.640578
H 3.402999 6.772049 1.182680
H 2.673200 4.057537 1.591788
H 1.571657 3.464086 0.382712
H 1.093521 1.963840 2.434963
H -0.122913 3.217506 2.314048
H 1.388738 3.471441 3.364113
C 1.339717 0.663635 -3.224221
C 2.687868 0.259376 -3.761929
N 2.656504 -1.033162 -4.408620
C 2.278331 -2.155898 -3.526954
C 1.619876 -3.257921 -4.360057
C 3.898547 -1.322424 -5.152175
C 5.139729 -1.164765 -4.266892
H 1.087806 0.104005 -2.317855
H 0.546490 0.550304 -3.961784
H 1.276860 1.686994 -2.841010
H 2.930415 1.042150 -4.496128
H 3.500557 0.398796 -3.034625
H 1.485243 -1.863076 -2.836170
H 3.126790 -2.382290 -2.873627
H 2.380983 -3.719472 -4.988630
H 0.794263 -2.939309 -4.996734
H 1.094667 -3.991765 -3.741600
H 3.813321 -2.317477 -5.589148
H 3.994494 -0.597833 -5.963636
H 5.123459 -1.714737 -3.335739
H 5.992357 -1.501216 -4.874207
H 5.356926 -0.096613 -4.290905
O -1.953738 -5.425350 -1.564218
C -2.303501 -4.797951 -2.519852
C -2.946749 -5.232951 -3.788789
C -3.309087 -3.934636 -4.430653
C -2.235464 -2.953885 -3.934027
O -1.927185 -3.485087 -2.626198
H -2.235797 -5.824958 -4.366491
H -3.852600 -5.813725 -3.619083
H -3.278671 -4.046390 -5.516200
H -4.278447 -3.546740 -4.118593
H -1.410498 -2.967001 -4.645084
H -2.696318 -1.971621 -3.877148
O -1.685869 2.371564 6.023740
C -2.550395 2.563642 5.214621
C -2.668691 1.679110 3.974062
C -4.040769 2.066681 3.448742
C -4.208374 3.515205 3.957644
O -3.334051 3.645107 5.083860
H -1.927748 1.882169 3.205201
H -2.577906 0.664354 4.353107
H -3.980672 1.919058 2.367840
H -4.815766 1.372086 3.773636
H -4.079165 4.165117 3.093409
H -5.256532 3.589718 4.242169
C -5.391838 -1.524458 3.179159
C -5.523924 -1.229312 1.678095
N -4.330327 -1.291621 1.040463
O -6.586348 -0.971748 1.150367
H -6.022794 -0.930506 3.830998
H -4.386758 -1.531633 3.600989
H -5.690833 -2.580492 3.129775
H -3.499322 -1.239973 1.610988
H -4.375942 -1.020838 0.069430
C -1.878581 -3.931047 3.337078
C -1.556728 -4.481231 1.961547
N -2.116820 -3.862125 0.904148
O -0.990081 -5.566225 1.831980
H -1.694286 -4.773708 4.000950
H -2.913216 -3.640437 3.504921
H -1.166165 -3.116302 3.486507
H -1.961317 -4.370329 0.028822
H -2.652621 -3.020069 0.993887
C 4.794497 -1.105788 -0.438241
C 4.978872 -1.498543 1.005798
N 6.110674 -2.202889 1.264145
O 4.213029 -1.186843 1.902498
H 5.203387 -0.095313 -0.486786
H 3.722732 -1.114052 -0.623686
H 5.307569 -1.819919 -1.073972
H 6.231692 -2.533571 2.206598
H 6.884119 -2.081640 0.636508
C -1.101774 -0.709341 -0.527719
C -0.756339 -0.588402 0.962918
N 0.565483 -0.597056 1.297731
O -1.600928 -0.593784 1.850906
H -0.926992 0.290378 -0.926671
H -2.149294 -0.988600 -0.566735
H -0.502695 -1.497355 -0.975488
H 0.658927 -0.737291 2.292252
H 1.289451 -0.232958 0.708182

Atoms 1-2, force components in eV/Å:
C 0.3 1.4 0.7
C 0.2 -0.7 0.9

Total energy: -2034.52596 a.u.
Multiplicity: 1
Structure (SMILES): CCN(CC)CC.CCN(CC)CC.O=C1CCCO1.O=C1CCCO1.CC(N)=O.CC(N)=O.CC(N)=O.CC(N)=O
Highest occupied orbital energy: -8.30 eV
LUMO: 0.009 Eh

Atomic partial charges in e from the Löwdin method, atoms 1 to 2: -0.09 -0.27